The following is a quantum chemistry calculation of the molecule C5H7N3O, from OMol25.

As for the SMILES: [H]/N=C\Nc1[nH]ccc1O. Its spin multiplicity is 1. Its HOMO-LUMO gap is 8.339 eV. For the total energy, the calculation gives -11813.4083 eV. The calculation puts the relative energy (zero: lowest compared OMol25 entry of this formula, charge and spin) at 287.6 kJ/mol. The max |F| comes out at 6.67 eV/A.

Element x y z (Å)
1 H 1.0529 -2.2655 0.1386
2 C 2.2813 -0.4765 0.2986
3 H 3.4406 -0.7306 0.4469
4 N 1.1101 -1.2780 0.2114
5 C 0.0267 -0.4539 -0.3038
6 H -3.2500 -0.6087 -0.5293
7 C 2.0022 0.8053 0.0240
8 H -1.3402 0.7044 1.1177
9 C -2.3739 -0.2955 -0.0547
10 C 0.6404 0.8554 -0.2341
11 H 2.5915 1.7436 0.2008
12 H -0.9810 2.2061 0.0214
13 N -1.2606 -1.0004 -0.4676
14 H -1.5264 -1.7815 -1.2504
15 N -2.3961 0.6340 0.8533
16 O -0.0175 1.9419 -0.4729

Forces on atoms 1 to 2 (eV/Å):
0.412 -0.673 0.057
2.454 -2.282 0.161

---

The following is a quantum chemistry calculation of the molecule C4H9NO, from OMol25.

As for the SMILES: CC[C@H](N)C=O. Its spin multiplicity is 1. Its HOMO-LUMO gap is 10.487 eV. For the total energy, the calculation gives -7830.7423 eV. The calculation puts the relative energy (zero: lowest compared OMol25 entry of this formula, charge and spin) at 152.2 kJ/mol. The max |F| comes out at 1.80 eV/A.

Element x y z (Å)
1 C 0.7019 0.3918 0.2780
2 H -0.0167 -0.5339 -2.6485
3 H -1.5846 -1.2706 0.3920
4 H 0.9642 1.4448 0.2324
5 H -0.4137 -1.9231 -0.3922
6 N -1.1097 -1.1909 -0.5046
7 H -1.2347 0.8860 -0.3037
8 H 1.7032 0.0744 -0.0481
9 C -0.1781 0.3838 -2.0693
10 H 0.9053 0.8582 2.3385
11 C -0.5097 0.1308 -0.6046
12 H 0.9731 -0.8441 2.0480
13 C 0.4659 0.0747 1.7813
14 H -0.5768 0.0219 2.0129
15 O -0.0896 1.4963 -2.5121

Forces on atoms 1 to 2 (eV/Å):
0.996 0.966 0.868
0.075 -0.125 -0.431

---

The following is a quantum chemistry calculation of a cluster of 2 separate species, C6H10 in total, from OMol25.

Its spin multiplicity is 1. Its HOMO-LUMO gap (alpha / beta) is 8.190 / 7.352 eV. For the total energy, the calculation gives -6379.0653 eV. The calculation puts the relative energy (zero: lowest compared OMol25 entry of this formula, charge and spin) at 462.6 kJ/mol. The max |F| comes out at 1.87 eV/A.

Element x y z (Å)
1 H 1.5356 -0.8802 -1.6318
2 H -0.4613 2.4521 -0.3346
3 H -0.1418 -0.8018 1.8596
4 H 0.1260 -2.4206 -0.0598
5 H -1.5645 2.2661 -0.7647
6 C -0.7729 -0.7161 0.9626
7 H -1.9295 1.2422 0.8566
8 C -0.9982 0.7279 0.6380
9 H 2.0675 -1.0391 0.0335
10 H -0.7457 -1.2979 -1.1072
11 C 0.0488 1.4232 0.0672
12 C -0.0633 -1.3577 -0.2496
13 C 1.2529 -0.6447 -0.5952
14 C 1.1913 0.8511 -0.3676
15 H -1.7150 -1.2283 1.1865
16 H 2.0938 1.4330 -0.5411

Forces on atoms 1 to 2 (eV/Å):
-0.023 0.136 0.181
0.973 -0.530 0.518

---

The following is a quantum chemistry calculation of a structure of composition C40H40Cl2InN5O3S2, from OMol25.

Its spin multiplicity is 1. Its HOMO-LUMO gap is 7.892 eV. For the total energy, the calculation gives -107615.3022 eV. The calculation puts the relative energy (zero: lowest compared OMol25 entry of this formula, charge and spin) at 48.6 kJ/mol. The max |F| comes out at 0.74 eV/A.

Element x y z (Å)
1 H 9.0910 -2.4186 -1.9212
2 C -2.5341 -5.1942 -0.6282
3 H -2.3314 -1.5257 -2.7505
4 N 2.4969 -0.4065 -2.5296
5 H -4.6947 0.8760 0.7522
6 H -2.0471 -3.1772 2.0462
7 H 2.3671 1.6105 -2.8731
8 O 2.8534 1.0906 0.0008
9 C 4.6795 -0.4381 -4.2278
10 H -6.4680 -2.6070 -1.2866
11 H -7.9652 -2.0148 -0.5488
12 C 7.7161 0.7813 -3.4369
13 C -1.9995 -3.6007 1.0547
14 H -1.5499 -4.8327 -2.5004
15 C -1.9565 1.1416 0.7666
16 Cl 6.8277 -1.2672 4.8746
17 N -1.1876 -2.9223 0.2097
18 H -2.0330 5.5596 2.0994
19 C 2.9216 0.7137 -3.1068
20 H -3.3092 -5.2345 1.3932
21 C 4.9207 0.5267 1.8652
22 C 8.6836 -1.5210 -2.3742
23 C -2.8940 -1.0153 -1.9773
24 C 3.8798 -0.3523 1.5956
25 C -6.4906 -0.4612 -0.9029
26 C -1.6995 -4.5092 -1.4803
27 C 3.1579 -1.5372 -2.7659
28 H 5.0069 1.4314 1.2779
29 C -1.6785 3.4677 4.8426
30 O -0.6122 -1.8444 0.6535
31 C -7.0722 0.4788 0.1549
32 C 8.5819 0.7520 -2.3523
33 H -4.0708 4.6205 4.2323
34 C -4.2095 0.3222 -0.0364
35 H 4.5646 -2.7089 3.9407
36 H 4.3308 1.6749 -4.4155
37 H 1.2253 1.7718 1.0890
38 H -2.0321 4.1738 5.5962
39 C -0.3082 2.7628 2.2108
40 N -2.1839 -0.3571 -1.0721
41 C 4.0106 0.7461 -3.9650
42 H -0.5886 3.4668 4.8627
43 O 1.9749 -0.9325 0.3284
44 H -6.4960 -2.1847 0.4272
45 C 0.1659 1.8444 1.2950
46 H 0.4020 3.3867 2.7350
47 N 9.0533 -0.3711 -1.8218
48 S 0.1149 -2.6009 -2.1305
49 C 2.8404 -0.0133 0.5583
50 C 3.7590 -1.5199 2.3430
51 H -3.0597 -6.0783 -0.9623
52 H -6.7401 0.9017 -2.5821
53 H -6.7893 1.5136 -0.0485
54 Cl -0.1728 1.4192 -2.5114
55 C 7.8246 -1.6085 -3.4616
56 C -2.8194 0.3265 -0.1281
57 H 2.9417 -2.1931 2.1246
58 H -6.7385 0.2065 1.1578
59 H -4.7920 -1.6057 -2.7365
60 H 4.7445 -2.5475 -3.8039
61 H -4.1520 4.1735 2.5278
62 H -2.1145 6.0000 3.8123
63 C 5.8321 0.2480 2.8706
64 C 4.2478 -1.6058 -3.6176
65 S 6.1088 -0.4533 -5.3144
66 H -6.8214 -0.8039 -3.0401
67 C 7.3204 -0.4286 -3.9858
68 C -1.6772 2.8716 2.4349
69 C -4.9708 -0.3823 -0.9600
70 H 6.6417 0.9322 3.0855
71 C 5.6939 -0.9166 3.6090
72 C -3.7372 3.8881 3.4967
73 C -1.7100 5.2765 3.1026
74 C -2.4950 2.0393 1.6823
75 H -2.0235 2.4688 5.1153
76 H 2.7989 -2.4209 -2.2524
77 C -2.2085 3.8665 3.4560
78 H -3.5661 2.1019 1.7954
79 H -4.1420 2.9161 3.7856
80 H 8.9082 1.6738 -1.8826
81 C -0.9941 -3.3727 -1.0656
82 H -0.6230 5.3400 3.1422
83 C -7.0877 -0.0837 -2.2671
84 C 4.6622 -1.8065 3.3525
85 H 7.3499 1.7156 -3.8390
86 In 0.3983 -0.3511 -1.0064
87 C -6.8786 -1.9081 -0.5572
88 C -4.2757 -1.0529 -1.9640
89 H 7.5541 -2.5655 -3.8852
90 C -2.6787 -4.7287 0.6768
91 H -8.1610 0.4197 0.1399
92 N -0.6355 1.0393 0.5984
93 H -8.1761 -0.0559 -2.1958

Forces on atoms 1 to 2 (eV/Å):
-0.019 -0.004 -0.035
0.043 0.067 -0.033

---

The following is a quantum chemistry calculation of a cluster of 2 separate species, C5H5NO in total, from OMol25.

As for the SMILES: C#C[C@H](C#N)C=O.[H][H]. Its spin multiplicity is 1. Its HOMO-LUMO gap is 11.054 eV. For the total energy, the calculation gives -8799.3391 eV. The calculation puts the relative energy (zero: lowest compared OMol25 entry of this formula, charge and spin) at 393.7 kJ/mol. The max |F| comes out at 1.34 eV/A.

Element x y z (Å)
1 C 0.3265 -0.2946 0.5366
2 H -1.4104 0.0256 -1.6696
3 H -0.7479 -0.0360 -1.9913
4 H -0.8815 -2.0958 0.1517
5 H 0.2915 -0.5166 1.6178
6 H 0.6365 3.4172 0.3551
7 N 2.4450 -1.5469 -0.3951
8 C 1.5006 -0.9897 -0.0248
9 O -2.0712 -0.4699 0.4301
10 C -1.0095 -1.0051 0.2899
11 C 0.5242 2.3527 0.3347
12 C 0.3962 1.1590 0.3646

Forces on atoms 1 to 2 (eV/Å):
0.016 0.059 0.275
0.047 0.127 -0.382

---

The following is a quantum chemistry calculation of a cluster of 2 separate species, C33H54BrINO5PSi in total, from OMol25.

Its spin multiplicity is 1. Its HOMO-LUMO gap is 3.909 eV. For the total energy, the calculation gives -142129.9097 eV. The max |F| comes out at 3.48 eV/A.

Element x y z (Å)
1 H -2.4323 -6.8134 -3.0724
2 C 1.0328 3.5709 0.8377
3 C 2.5511 0.0050 -0.7605
4 C -2.5909 3.4438 3.1683
5 Si -0.0272 3.8781 -2.4145
6 Br 3.1139 4.2556 2.5784
7 C -1.8032 3.2750 -0.4359
8 H -2.6258 4.2217 3.9108
9 H -0.1123 1.1917 -2.5456
10 C 5.3509 -0.2729 0.2670
11 H -1.6995 4.3490 -0.3586
12 C -2.2497 3.7426 1.9152
13 C -2.0036 -6.0472 -3.7207
14 C -1.9488 -4.2769 2.9168
15 C 1.7060 2.9512 2.0646
16 C 1.4423 -3.6200 1.5176
17 C 2.0589 -4.9136 2.0202
18 C 1.4294 -3.7018 -0.0105
19 H 1.9916 -2.7498 1.8708
20 H -1.2595 3.4295 -4.5176
21 C -2.5753 -3.1332 2.6481
22 C -4.0102 -2.9463 3.0139
23 H -2.4283 -1.2322 1.8544
24 C -2.1886 2.8114 0.9440
25 C -0.6265 -2.2889 1.6722
26 H -3.1611 1.9598 4.5188
27 H -3.1410 0.2334 2.7904
28 C -1.0966 -5.0884 -2.9167
29 H 6.2577 0.0908 -0.1988
30 P -2.3656 0.6110 -2.1142
31 H -2.6583 3.1275 -1.0804
32 H 0.2768 4.2981 1.0998
33 H 1.2884 -2.7313 -0.4514
34 C -0.4448 -0.9250 -0.2090
35 H 2.4598 -0.3759 0.2531
36 H 0.6078 -4.3554 -0.2848
37 H -4.3493 -3.7010 3.7077
38 H -0.8266 -4.2707 -3.6566
39 H 2.3113 2.9768 -2.7222
40 H -1.7979 -4.5407 -2.2153
41 C 0.0016 -3.4522 1.9220
42 H 1.4208 -5.7255 1.6967
43 H -4.1605 -1.9661 3.4550
44 C 0.1888 0.3937 -0.6653
45 H -2.8423 -5.4976 -4.1870
46 C 0.6013 2.4917 -0.1474
47 H 2.9652 1.0126 -0.6662
48 C 0.4058 5.5894 -1.7575
49 H 1.4858 2.3699 -0.7697
50 H -1.5298 -0.8862 -0.1151
51 H -2.3618 4.1543 -3.3081
52 H 1.2327 2.5081 -4.0526
53 H 4.7270 0.5732 0.5350
54 H 3.0604 -1.5676 -2.0597
55 H -1.4445 -6.5345 -4.5212
56 H 0.0485 5.8019 -0.7545
57 H 0.1815 1.9287 3.1662
58 H 2.2014 -4.9459 3.0942
59 H 4.0430 -0.0784 -2.2356
60 C -2.8993 2.1756 3.4998
61 C -0.6700 1.2972 -1.6190
62 H -4.6384 -2.9878 2.1312
63 H 5.4137 -1.8006 -1.1985
64 C -2.8752 1.2422 2.5376
65 C -2.5265 1.5523 1.2847
66 C -1.3573 4.1378 -3.7068
67 C 3.6038 -0.7879 -1.5456
68 H 3.0092 -5.0834 1.5263
69 N -0.5663 2.6967 -1.0698
70 H -0.2053 -5.3490 2.7780
71 H 4.2476 -2.0980 0.0627
72 H -2.5364 0.7632 0.5513
73 H 1.8129 4.1317 0.3450
74 I -1.8577 -1.2021 -3.6755
75 H -0.0080 6.3364 -2.4221
76 H -1.1645 5.1280 -4.1039
77 C -1.9013 -2.1558 2.0448
78 O 0.4734 1.2258 0.4156
79 H 1.4794 5.7252 -1.7403
80 O 1.3121 0.0673 -1.4782
81 H 5.6388 -0.7413 1.1999
82 H -0.2246 -1.6869 -0.9445
83 C 0.8032 2.8141 3.2609
84 C 1.4834 3.2912 -3.3477
85 H 2.2391 2.0484 1.8199
86 H 0.2394 3.7173 3.4347
87 O 0.0781 -1.2537 1.0732
88 C 4.6445 -1.3357 -0.5908
89 C -0.6692 -4.4163 2.5344
90 O -0.0871 -5.7613 -2.3649
91 H -4.0298 1.5950 -3.0838
92 H -2.4499 -5.0750 3.4255
93 H 1.4282 2.6625 4.1320
94 H 1.8042 4.1514 -3.9262
95 H -1.9854 4.7558 1.6575
96 H 2.3435 -4.1504 -0.3780
97 O -3.0828 1.7620 -3.0332

Forces on atoms 1 to 2 (eV/Å):
0.133 -0.029 0.083
0.059 -0.221 -0.133